Record 1
ORCA calculation (the ωB97M-V functional and the def2-TZVPD basis) on a structure of composition C4H8N4 at a distorted geometry.

Calculated values
- frontier orbital gap (eV) = 9.134
- E_LUMO (hartree) = -0.0104
- largest force on an atom (eV/Å) = 6.60

The geometry in ORCA input format:
```
! RIJCOSX wB97M-V def2-TZVPD def2/J DEFGRID3
* xyz 0 1
C -1.8626 -1.9993 -1.7695
C -0.8801 -0.9278 -1.2584
C -0.3401 0.2935 0.6415
C 1.7034 1.6948 1.4015
H -2.3062 -2.5890 -0.6505
H -1.4271 -2.9760 -2.5365
H -2.7611 -1.3072 -2.3032
H 0.6597 -1.3099 -2.8073
H -0.9810 0.5744 1.5084
H 1.2293 0.8835 -0.5795
H 2.5483 1.5744 0.7077
H 0.8308 1.1461 3.0701
N 0.2698 -0.7586 -1.8338
N -1.2324 -0.4772 0.0404
N 0.7430 1.0820 0.3800
N 1.7171 1.5306 2.7706
*
```

Calculated atomic charges, method Mulliken, unit e: atom 1 (C): -0.76, atom 2 (C): 0.58, atom 3 (C): -0.04, atom 4 (C): 0.08, atom 5 (H): 0.23, atom 6 (H): 0.27, atom 7 (H): 0.21, atom 8 (H): 0.24, atom 9 (H): 0.24, atom 10 (H): 0.31, atom 11 (H): 0.27, atom 12 (H): 0.27, atom 13 (N): -0.71, atom 14 (N): -0.45, atom 15 (N): -0.21, atom 16 (N): -0.52


Record 2
ORCA calculation (the ωB97M-V functional and the def2-TZVPD basis) on a structure of composition C5H6O.

Calculated values
- frontier orbital gap (eV) = 10.141
- E_LUMO (hartree) = 0.0309
- largest force on an atom (eV/Å) = 0.62

The geometry in ORCA input format:
```
! RIJCOSX wB97M-V def2-TZVPD def2/J DEFGRID3
* xyz 0 1
C 1.5344 0.2004 -0.5727
C 0.1908 -0.2922 -0.1668
O -1.8673 0.6781 1.7655
C -1.2169 0.1414 -0.5864
C -1.3622 -0.0392 0.9356
C -0.1704 -0.8973 0.9834
H 1.4542 1.2457 -0.8903
H 1.9795 -0.3752 -1.3862
H 2.1921 0.1652 0.3009
H -1.7289 -0.6082 -1.1976
H -1.4017 1.1521 -0.9607
H 0.3965 -1.3707 1.7753
*
```

Calculated atomic charges, method Mulliken, unit e: atom 1 (C): -1.06, atom 2 (C): 0.37, atom 3 (O): -0.59, atom 4 (C): -0.48, atom 5 (C): 0.47, atom 6 (C): -0.50, atom 7 (H): 0.29, atom 8 (H): 0.30, atom 9 (H): 0.31, atom 10 (H): 0.22, atom 11 (H): 0.29, atom 12 (H): 0.40


Record 3
ORCA calculation (the ωB97M-V functional and the def2-TZVPD basis) on a cluster of 3 separate species, C25H51BBr2FNO14PS2 in total at a distorted geometry.

Calculated values
- frontier orbital gap (eV) = 7.958
- E_LUMO (hartree) = 0.0698
- largest force on an atom (eV/Å) = 8.87

The geometry in ORCA input format:
```
! RIJCOSX wB97M-V def2-TZVPD def2/J DEFGRID3
* xyz -1 1
C 1.9276 2.0643 4.0630
C 2.2709 3.0912 2.8047
O 2.9999 2.5308 1.6984
C 2.4928 1.3637 1.0338
C 3.4585 0.1718 1.7092
B 4.8727 0.6949 2.3363
O 5.1391 0.4145 3.7942
O 5.9843 1.3748 1.6460
O 1.2021 0.7520 1.2490
P -0.0382 0.7985 -0.0263
C 0.6230 -0.9137 -0.4910
C 1.1889 -1.2675 -1.9527
C -1.1133 0.2750 1.5287
C -1.7315 -1.2003 1.5797
O -1.8800 -1.8392 2.7722
C -0.3341 2.5436 0.6929
C -1.6403 3.3891 0.4595
F -1.3118 4.8442 0.7193
C -1.4282 0.7366 -1.3440
Br -3.3644 0.7251 -0.6920
C -1.3499 1.6434 -2.6751
C -0.7104 3.0999 -2.7644
Br -0.6051 0.6399 -4.3059
O 1.2338 1.4057 -1.1016
C 2.5994 1.5971 -0.6192
C 3.8561 0.7472 -1.2357
C 4.1888 0.9163 -2.8197
N 3.3329 1.1580 -3.8612
C 2.9356 3.1202 -1.1736
C 4.4450 3.6753 -0.8831
C 5.3070 4.0483 -2.2664
O 4.7639 4.5325 -3.3853
O 6.7801 3.8468 -2.1457
H 2.8822 1.5228 4.4803
H 1.4971 2.7088 4.9567
H 1.1286 1.2497 3.8068
H 3.0084 3.8906 3.3076
H 1.3207 3.7584 2.5268
H 3.5224 -0.7961 1.0429
H 2.8026 -0.1805 2.6474
H 5.4562 1.2728 4.2336
H 6.0603 2.2925 2.0877
H 1.4951 -1.1708 0.2861
H -0.1282 -1.8336 -0.3565
H 1.8239 -0.5717 -2.5581
H 1.8158 -2.2813 -1.8415
H 0.2648 -1.5950 -2.6359
H -0.4399 0.3221 2.5213
H -1.9627 1.0410 1.7849
H -2.0715 -1.8424 0.6343
H -0.2507 2.3856 1.8793
H 0.5847 3.2787 0.4817
H -2.4329 3.1269 1.3152
H -2.2296 3.3817 -0.5306
H -1.3795 -0.3971 -1.7550
H -2.4964 1.7758 -3.0133
H -0.0825 3.5106 -1.8739
H -1.5665 3.9109 -2.9544
H -0.0042 3.1991 -3.7232
H 4.8871 0.9310 -0.6618
H 3.6718 -0.4240 -1.0833
H 5.3341 0.7895 -3.1374
H 2.3925 1.2337 -3.4348
H 2.7587 3.2319 -2.3505
H 2.2079 3.9559 -0.7289
H 5.0919 3.0265 -0.1503
H 4.3559 4.7343 -0.3337
H 6.9672 2.8578 -2.1007
O -1.2679 -2.9459 -4.6321
S -2.5358 -3.5463 -4.9855
O -3.1439 -4.5837 -4.1854
O -2.4641 -4.0537 -6.5366
C -1.4417 -4.9666 -6.9051
C -1.7198 -6.3614 -6.3803
C -3.7310 -2.2554 -5.2177
H -0.4623 -4.6038 -6.5696
H -1.4164 -4.9952 -7.9994
H -1.6872 -6.3890 -5.2874
H -0.9768 -7.0739 -6.7532
H -2.7174 -6.6973 -6.6820
H -3.3005 -1.4762 -5.8503
H -3.9739 -1.8460 -4.2346
H -4.6276 -2.6800 -5.6738
O -4.8678 -2.0398 8.0944
S -5.6921 -2.6437 7.0703
O -5.8272 -4.0757 6.9384
O -5.2715 -2.0203 5.6201
C -3.9201 -2.1304 5.2006
C -3.5777 -3.5456 4.7786
C -7.3191 -1.9414 7.1627
H -3.2426 -1.7754 5.9872
H -3.7950 -1.4617 4.3427
H -3.6257 -4.2359 5.6256
H -2.5647 -3.5954 4.3661
H -4.2863 -3.9079 4.0263
H -7.2383 -0.8541 7.2282
H -7.8008 -2.3345 8.0608
H -7.8851 -2.2400 6.2780
*
```

Calculated atomic charges, method Mulliken, unit e: atom 1 (C): -0.56, atom 2 (C): -0.14, atom 3 (O): -0.09, atom 4 (C): -0.30, atom 5 (C): -0.87, atom 6 (B): 0.70, atom 7 (O): -0.63, atom 8 (O): -0.61, atom 9 (O): -0.72, atom 10 (P): 1.77, atom 11 (C): -0.84, atom 12 (C): -0.14, atom 13 (C): 0.17, atom 14 (C): -0.09, atom 15 (O): -0.59, atom 16 (C): 0.06, atom 17 (C): -0.47, atom 18 (F): -0.44, atom 19 (C): -0.18, atom 20 (Br): -0.13, atom 21 (C): -0.12, atom 22 (C): -0.66, atom 23 (Br): -0.21, atom 24 (O): -0.45, atom 25 (C): 0.54, atom 26 (C): -0.28, atom 27 (C): -0.44, atom 28 (N): -0.70, atom 29 (C): -0.36, atom 30 (C): -0.18, atom 31 (C): 0.37, atom 32 (O): -0.53, atom 33 (O): -0.53, atom 34 (H): 0.18, atom 35 (H): 0.35, atom 36 (H): -0.03, atom 37 (H): 0.33, atom 38 (H): 0.22, atom 39 (H): 0.23, atom 40 (H): -0.03, atom 41 (H): 0.29, atom 42 (H): 0.30, atom 43 (H): 0.15, atom 44 (H): 0.21, atom 45 (H): -0.11, atom 46 (H): 0.24, atom 47 (H): -0.20, atom 48 (H): -0.49, atom 49 (H): 0.32, atom 50 (H): 0.20, atom 51 (H): 0.52, atom 52 (H): -0.37, atom 53 (H): 0.23, atom 54 (H): 0.17, atom 55 (H): 0.39, atom 56 (H): 0.53, atom 57 (H): 0.09, atom 58 (H): 0.26, atom 59 (H): 0.30, atom 60 (H): 0.24, atom 61 (H): 0.41, atom 62 (H): 0.32, atom 63 (H): 0.24, atom 64 (H): 0.25, atom 65 (H): 0.35, atom 66 (H): -0.10, atom 67 (H): 0.40, atom 68 (H): 0.34, atom 69 (O): -0.57, atom 70 (S): 1.16, atom 71 (O): -0.63, atom 72 (O): -0.30, atom 73 (C): -0.30, atom 74 (C): -0.98, atom 75 (C): -0.91, atom 76 (H): 0.29, atom 77 (H): 0.27, atom 78 (H): 0.30, atom 79 (H): 0.39, atom 80 (H): 0.25, atom 81 (H): 0.30, atom 82 (H): 0.35, atom 83 (H): 0.34, atom 84 (O): -0.63, atom 85 (S): 1.19, atom 86 (O): -0.60, atom 87 (O): -0.28, atom 88 (C): -0.13, atom 89 (C): -1.03, atom 90 (C): -0.92, atom 91 (H): 0.28, atom 92 (H): 0.10, atom 93 (H): 0.40, atom 94 (H): 0.39, atom 95 (H): 0.23, atom 96 (H): 0.31, atom 97 (H): 0.36, atom 98 (H): 0.31